(1)
# C23H14Br2F4HgNP

A structure of composition C23H14Br2F4HgNP (ωB97M-V/def2-TZVPD, OMol25).

Output
- 2S+1 = 2
- net charge = +1
- <S²> = 0.756
- ΔE to the lowest compared entry with this formula, charge and spin (kcal per mole) = 0.0
- maximum force (eV/A) = 0.10

Geometry as XYZ:
```
46
Properties=species:S:1:pos:R:3:forces:R:3
Hg 0.3694 0.0548 0.5752 0.02 0.02 -0.03
F -1.5972 -6.8699 0.5704 0.01 0.01 0.00
C -0.8689 -5.8013 0.3072 0.01 0.00 0.01
C 0.4826 -5.7928 0.5939 0.00 -0.01 0.00
F 1.0548 -6.8596 1.1277 -0.01 0.01 -0.01
C 1.2403 -4.6660 0.3075 0.01 -0.01 0.00
F 2.5419 -4.7406 0.5753 -0.03 -0.01 0.00
C 0.6748 -3.5243 -0.2474 -0.01 0.01 0.01
P 1.5929 -1.9800 -0.5122 0.00 -0.02 0.05
C 3.1985 -2.0753 0.2923 -0.01 -0.02 -0.01
C 4.3667 -2.3027 -0.4290 -0.02 0.01 0.02
C 5.5802 -2.3598 0.2389 0.00 0.00 0.00
C 5.6263 -2.1951 1.6158 0.01 0.00 0.00
C 4.4612 -1.9602 2.3345 0.00 0.00 0.01
C 3.2470 -1.8893 1.6736 0.01 -0.01 -0.02
C 1.8484 -1.8416 -2.2840 -0.01 0.02 0.00
C 2.1097 -0.5794 -2.8139 0.00 0.00 -0.01
C 2.3507 -0.4380 -4.1705 0.00 0.01 0.00
C 2.3213 -1.5522 -4.9983 0.00 -0.01 0.00
C 2.0553 -2.8091 -4.4731 0.00 0.00 -0.01
C 1.8191 -2.9588 -3.1156 -0.01 0.01 0.01
C -0.6973 -3.5598 -0.5414 0.02 -0.03 0.01
Br -1.5796 -2.0962 -1.3282 -0.02 0.00 -0.01
C -1.4547 -4.6821 -0.2705 0.00 0.02 -0.01
F -2.7503 -4.7201 -0.5494 0.00 -0.01 0.01
H 4.3284 -2.4373 -1.5022 0.01 0.00 -0.01
H 6.4911 -2.5370 -0.3164 0.00 0.00 -0.01
H 6.5756 -2.2447 2.1319 0.01 0.00 0.00
H 4.5021 -1.8277 3.4072 0.00 0.00 0.01
H 2.3363 -1.6999 2.2329 -0.01 0.00 0.01
H 2.1227 0.2929 -2.1700 0.00 0.00 0.00
H 2.5536 0.5409 -4.5825 0.00 0.00 0.00
H 2.5028 -1.4394 -6.0585 0.00 0.00 -0.01
H 2.0314 -3.6749 -5.1206 0.00 0.00 0.00
H 1.6125 -3.9411 -2.7092 0.00 0.00 0.00
Br -0.9992 -2.2511 2.7298 0.00 0.00 0.01
C -0.3879 -0.8054 3.7987 0.06 0.04 -0.05
C -0.7481 -0.7377 5.1320 -0.01 -0.04 0.01
C -0.2744 0.3401 5.8611 0.00 0.01 0.01
C 0.5257 1.2873 5.2384 0.02 0.00 -0.01
C 0.8219 1.1226 3.8994 0.02 -0.02 0.01
N 0.3729 0.0837 3.1863 -0.10 -0.02 0.01
H -1.3746 -1.4983 5.5733 0.00 0.00 0.01
H -0.5317 0.4388 6.9070 0.00 0.00 0.01
H 0.9107 2.1406 5.7772 0.00 0.00 0.00
H 1.4378 1.8348 3.3650 -0.01 0.01 0.00
```
Forces are in eV/Å.



(2)
# C42H53BrN8

A cluster of 5 separate species, C42H53BrN8 in total in a non-equilibrium geometry (ωB97M-V/def2-TZVPD, OMol25).

Output
- 2S+1 = 2
- DFT total energy (Eh) = -4642.4991
- net charge = +5
- <S²> = 0.768
- maximum force (eV/A) = 3.88

Geometry as XYZ:
```
104
Properties=species:S:1:pos:R:3:forces:R:3
C 1.7606 -6.4612 -0.6418 1.64 -0.66 0.46
N 1.8558 -5.2649 0.1788 -0.17 1.64 0.69
C 2.7668 -5.1086 1.2301 -0.38 0.93 -0.33
C 2.8707 -3.8955 1.8852 0.57 -1.69 -0.34
C 2.0539 -2.8399 1.5497 -2.30 3.12 0.29
C 1.0651 -2.9747 0.5245 1.16 -2.74 -1.02
C 1.0252 -4.2127 -0.1508 -0.05 1.61 1.46
C 1.9646 -1.5849 2.3230 1.09 -2.21 0.29
C 2.1600 -1.5788 3.7293 -0.36 2.10 1.04
C 2.0636 -0.3564 4.4555 0.89 -2.74 -0.71
N 1.8211 0.7949 3.8349 -0.44 2.17 -1.62
C 1.6551 0.8287 2.4635 -0.29 -2.79 -1.29
C 1.7344 -0.3784 1.6918 -0.57 2.99 1.46
C 1.7404 2.1030 4.5937 0.16 -0.99 -0.18
H 1.4512 -7.2928 -0.0087 -0.82 -0.03 -0.50
H 2.7775 -6.7463 -0.9113 0.12 0.08 -0.23
H 1.2539 -6.2415 -1.5816 -0.39 -0.36 0.48
H 3.4035 -5.9393 1.4965 -0.02 -0.15 -0.31
H 3.6622 -3.6632 2.5823 0.09 -0.68 0.25
H 0.4141 -2.1443 0.2939 -0.24 -0.27 -0.15
H 0.2494 -4.4509 -0.8634 0.11 0.04 -0.19
H 2.2989 -2.5306 4.2205 0.24 0.21 0.39
H 2.2940 -0.2394 5.5041 -0.18 -0.45 0.17
H 1.3508 1.7400 1.9702 0.23 0.26 0.12
H 1.6273 -0.4181 0.6178 -0.08 0.81 0.02
H 2.0541 2.9363 3.9650 0.13 -0.35 -0.03
H 2.4004 2.0095 5.4561 -0.10 0.19 -0.06
H 0.7186 2.2957 4.9209 0.02 -0.18 0.02
C -3.2575 2.6777 1.9070 -0.78 2.00 -1.14
N -2.7955 1.4923 2.5492 1.03 0.59 1.24
C -2.3264 1.6342 3.7997 -0.06 -1.51 1.48
C -1.9075 0.5320 4.5486 -1.02 -0.78 -1.11
C -2.0138 -0.7382 3.9526 0.18 0.91 -1.06
C -2.3784 -0.8105 2.5712 -0.11 0.10 1.43
C -2.7679 0.3309 1.9026 0.40 -0.95 0.20
C -1.8171 -1.9833 4.7319 -0.41 -0.26 -1.35
C -2.6501 -2.2353 5.8092 0.32 -1.38 0.66
C -2.5615 -3.4852 6.4238 0.50 -0.24 -0.15
N -1.6841 -4.4491 5.9942 -0.40 1.97 -1.15
C -1.0141 -4.2490 4.8458 0.14 1.18 -0.58
C -1.0455 -3.0029 4.1669 -0.06 -1.14 1.76
C -1.5259 -5.7280 6.7018 -0.01 0.34 0.29
H -3.0649 3.5753 2.4945 0.23 -0.32 0.22
H -4.3403 2.6709 1.7825 0.04 -0.34 -0.25
H -2.7236 2.8160 0.9668 -0.13 -0.17 -0.16
H -2.4430 2.5516 4.3575 0.01 0.46 -0.68
H -1.7386 0.5951 5.6134 0.33 0.35 -0.01
H -2.5373 -1.7652 2.0919 0.26 -0.06 -0.07
H -3.0658 0.2997 0.8649 -0.15 0.28 0.03
H -3.3892 -1.5304 6.1602 0.04 0.05 0.07
H -3.2011 -3.7749 7.2445 0.08 0.06 0.21
H -0.4887 -5.1252 4.4954 0.33 0.19 -0.13
H -0.4224 -2.7917 3.3104 -0.03 -0.34 -0.15
H -0.5482 -6.1690 6.5081 -0.18 0.09 -0.41
H -2.3467 -6.3370 6.3230 0.11 -0.41 0.80
H -1.4859 -5.4409 7.7526 -0.67 -0.65 0.10
C -4.5864 0.0101 -10.6550 0.33 -0.51 -0.85
N -3.7787 -0.2255 -9.4422 -0.17 -0.35 0.18
C -3.9852 0.6158 -8.4265 0.36 0.65 -0.45
C -3.2346 0.5569 -7.2907 0.20 0.40 0.54
C -2.2955 -0.4362 -7.1486 1.03 0.09 -0.21
C -2.1315 -1.3454 -8.2055 0.65 0.00 0.16
C -2.8271 -1.1982 -9.3819 -1.40 0.60 0.50
C -1.3691 -0.4380 -5.9608 -0.58 -1.74 0.48
C -0.8392 0.6919 -5.3467 0.84 -0.76 1.34
C -0.0784 0.5388 -4.1397 -1.80 -0.31 -2.13
N 0.1609 -0.6987 -3.6155 0.39 1.34 -0.43
C -0.3431 -1.8083 -4.1724 -1.17 0.48 -3.18
C -1.1255 -1.6926 -5.3571 0.73 0.61 1.64
C 1.1371 -0.7541 -2.5299 0.36 -0.71 1.05
H -4.5314 -0.8699 -11.2958 0.19 0.10 0.01
H -4.1094 0.8556 -11.1507 -0.45 0.04 -0.20
H -5.6466 0.1478 -10.4424 0.27 0.30 0.33
H -4.6012 1.4852 -8.6025 -0.50 -0.29 -0.13
H -3.3304 1.3585 -6.5734 -0.19 -0.10 0.17
H -1.3658 -2.1054 -8.1575 0.01 -0.09 -0.02
H -2.7533 -1.8240 -10.2590 0.24 -0.08 0.06
H -1.0041 1.6539 -5.8089 0.17 0.25 0.36
H 0.2351 1.4307 -3.6176 0.42 -0.26 0.36
H -0.0883 -2.8346 -3.9531 0.36 0.30 1.10
H -1.5655 -2.6158 -5.7042 0.02 0.06 -0.33
H 2.1622 -0.6390 -2.8823 -0.17 -0.09 -0.37
H 1.0297 -1.7272 -2.0508 0.16 0.04 -0.05
H 0.9703 0.0146 -1.7754 -0.42 0.25 -0.20
C 4.4620 4.9939 2.8997 -0.91 1.46 0.13
C 3.0255 5.4271 2.4798 0.72 -0.27 -0.67
N 3.0529 5.8999 1.0695 -0.38 -1.60 -1.75
C 4.0104 6.7285 0.5107 -1.97 0.55 -2.19
C 3.5623 6.9832 -0.8080 0.74 -0.95 2.22
N 2.4584 6.1628 -1.0624 1.99 -0.17 2.55
C 2.2133 5.4541 0.0786 0.68 1.82 0.04
C 1.7989 6.1197 -2.3370 -1.11 0.74 -0.69
H 5.0384 4.4300 2.1664 -0.52 -0.38 0.04
H 4.4260 4.5400 3.8901 0.23 -0.08 -0.16
H 4.9762 5.9516 2.9808 0.41 -0.19 0.42
H 2.6278 6.2741 3.0389 0.38 -0.07 0.34
H 2.2788 4.6396 2.5818 0.05 -0.09 -0.43
H 4.8946 7.0660 1.0309 -0.32 0.23 -0.01
H 3.9969 7.6836 -1.5058 -0.19 -0.28 -0.20
H 1.4602 4.6876 0.1871 -0.14 0.06 0.01
H 1.5196 5.1204 -2.6709 0.36 0.04 0.21
H 2.4022 6.6624 -3.0647 0.21 -0.47 0.02
H 0.8936 6.7222 -2.2627 -0.20 -0.17 0.03
Br -0.1549 2.3608 -0.4565 0.03 -0.29 0.13
```
Forces are in eV/Å.



(3)
# C23H29NO5

The molecule C23H29NO5 (ωB97M-V/def2-TZVPD, OMol25).

Output
- structure (SMILES) = COc1cc(C(=O)OCC(=O)NCCCc2ccccc2)ccc1OCC(C)C
- net charge = 0
- ΔE to the lowest compared entry with this formula, charge and spin (kcal per mole) = 5.4
- maximum force (eV/A) = 0.75

Geometry as XYZ:
```
58
Properties=species:S:1:pos:R:3:forces:R:3
C 4.2174 -1.9023 -0.9546 0.18 0.14 -0.04
H 4.8170 -2.4839 -1.6529 -0.01 0.08 0.05
O 3.0546 -2.6620 -0.7309 -0.36 -0.14 0.15
C 2.1281 -2.1762 0.1372 -0.11 -0.16 -0.07
C 2.2129 -0.9685 0.7952 -0.01 0.01 0.01
C 1.1954 -0.5568 1.6639 -0.18 -0.38 -0.11
C 0.0922 -1.3738 1.8681 0.27 0.32 0.02
C -0.0025 -2.5855 1.2093 0.03 -0.37 -0.18
C 0.9942 -3.0083 0.3390 0.26 0.23 0.09
O 1.0334 -4.1761 -0.3346 0.22 0.32 0.02
C -0.1052 -5.0018 -0.4717 -0.61 -0.37 -0.23
C -0.9226 -4.6740 -1.7343 0.34 0.17 0.17
C -0.0277 -4.7805 -2.9667 -0.19 -0.06 0.17
H 0.3629 -5.7899 -3.0706 0.09 -0.11 -0.07
H 0.8120 -4.0963 -2.8734 0.10 0.07 -0.05
H -0.5863 -4.5305 -3.8651 -0.02 0.01 -0.12
C -1.5687 -3.2928 -1.6575 0.00 -0.26 -0.01
H -2.1641 -3.1120 -2.5494 -0.06 0.07 -0.08
H -2.2230 -3.2128 -0.7923 -0.08 0.09 0.09
H -0.8113 -2.5149 -1.5928 0.04 0.12 -0.01
H -1.7149 -5.4288 -1.7980 0.05 -0.01 0.06
H -0.7420 -4.9714 0.4173 0.09 -0.01 -0.01
H 0.3011 -6.0139 -0.5662 -0.07 0.11 0.08
H -0.8712 -3.1992 1.3833 -0.05 -0.07 -0.03
H -0.6916 -1.0612 2.5387 -0.08 0.01 0.04
C 1.3230 0.7611 2.3015 0.29 0.25 0.01
O 2.2649 1.5123 2.1341 -0.08 -0.20 0.10
O 0.2724 1.0641 3.0738 -0.10 -0.35 -0.12
C 0.2452 2.3415 3.7012 -0.01 0.51 0.18
H -0.4437 2.2445 4.5408 0.09 0.07 -0.18
H 1.2491 2.6088 4.0485 -0.15 -0.07 -0.01
C -0.2891 3.4143 2.7316 0.29 -0.39 0.47
O -1.4038 3.8779 2.8340 -0.36 0.07 0.13
N 0.6007 3.7625 1.7905 0.44 0.12 -0.47
H 1.5077 3.3102 1.7757 -0.22 -0.03 0.18
C 0.2685 4.6400 0.6924 -0.08 0.27 -0.15
H -0.8207 4.7315 0.6770 0.14 0.06 -0.01
H 0.6974 5.6339 0.8716 -0.15 -0.05 -0.05
C 0.7883 4.0963 -0.6371 -0.10 -0.15 0.24
H 0.4644 4.7758 -1.4266 0.07 0.05 -0.03
H 1.8810 4.0934 -0.6243 0.05 0.07 -0.10
C 0.2962 2.6734 -0.9373 0.05 0.16 -0.07
C -1.1969 2.5416 -0.8138 0.08 -0.14 -0.03
C -1.7583 1.6939 0.1310 0.02 0.04 -0.05
C -3.1318 1.5944 0.2636 -0.09 -0.04 0.03
C -3.9639 2.3412 -0.5509 -0.11 -0.05 0.04
C -3.4148 3.1804 -1.5055 -0.05 0.08 -0.07
C -2.0418 3.2779 -1.6361 0.01 -0.01 0.02
H -1.6207 3.9334 -2.3855 0.05 0.08 -0.09
H -4.0587 3.7633 -2.1484 -0.05 0.04 -0.05
H -5.0363 2.2704 -0.4437 -0.08 -0.01 0.01
H -3.5515 0.9365 1.0100 -0.05 -0.05 0.08
H -1.1169 1.1045 0.7702 0.09 -0.04 0.07
H 0.7779 1.9700 -0.2553 0.02 -0.04 -0.06
H 0.6040 2.4106 -1.9535 0.05 -0.06 0.05
H 3.0524 -0.3058 0.6596 0.10 0.02 -0.06
H 3.9833 -0.9299 -1.4001 0.01 -0.03 0.03
H 4.7825 -1.7503 -0.0297 -0.03 0.01 -0.02
```
Forces are in eV/Å.